Entry 1:
13 unconnected molecules or ions with the total composition C43H113O40P9 in a non-equilibrium geometry. Source: the OMol25 dataset; level of theory: ωB97M-V with the def2-TZVPD basis set.

The geometry in XYZ format:
```
205
Properties=species:S:1:pos:R:3:lowdin_charge:R:1
C -0.3470 1.0431 8.6623 -0.080
O -0.8568 -0.1746 8.0087 -0.229
P -1.3208 0.0093 6.4494 0.493
O -1.7512 -1.2918 5.8505 -0.235
O -2.4621 1.1809 6.5436 -0.252
C -3.7273 0.8688 7.0811 -0.107
O -0.0849 0.7832 5.7122 -0.229
C -0.0502 0.7124 4.2858 -0.122
H 0.7377 0.9393 8.6334 0.086
H -0.6674 1.0807 9.7035 0.084
H -0.7329 1.9748 8.2487 0.083
H -4.5011 1.0297 6.3304 0.089
H -3.8762 1.6647 7.8108 0.088
H -3.6889 -0.0956 7.5876 0.091
H 0.3215 -0.2464 3.9244 0.066
H 0.4828 1.5681 3.8713 0.086
H -1.0134 0.8463 3.7934 0.071
C -2.2620 0.0902 -3.9618 -0.100
O -1.9195 -0.7870 -5.0300 -0.201
P -0.6378 -1.7468 -4.8570 0.455
O -0.6919 -2.6462 -3.7443 -0.194
O 0.6133 -0.6956 -4.8589 -0.209
C 1.2234 -0.4117 -3.6148 -0.093
O -0.5680 -2.5090 -6.3134 -0.196
C -0.0420 -1.9127 -7.4993 -0.114
H -1.8743 1.1027 -4.0742 0.057
H -1.9077 -0.2497 -2.9886 0.051
H -3.3501 0.1454 -3.9283 0.090
H 2.2721 -0.7083 -3.5992 0.063
H 0.8295 -0.8965 -2.7215 0.067
H 1.2930 0.6700 -3.4998 0.082
H -0.7380 -1.9063 -8.3381 0.083
H 0.8254 -2.3390 -8.0031 0.088
H 0.1410 -0.8475 -7.3582 0.072
C 2.9917 -0.8548 5.4247 -0.097
O 2.9422 -1.5370 4.1911 -0.229
P 4.2274 -1.6495 3.2269 0.423
O 4.6122 -0.4455 2.5021 -0.210
O 3.8253 -2.9302 2.3330 -0.237
C 4.5900 -3.3690 1.1828 -0.054
O 5.3836 -2.2577 4.1756 -0.210
C 5.1447 -3.3047 5.0886 -0.119
H 4.0351 -0.7025 5.7008 0.092
H 2.5566 -1.4554 6.2234 0.097
H 2.3962 0.0581 5.4133 0.078
H 3.9944 -3.3231 0.2711 0.064
H 4.9733 -4.3736 1.3613 0.097
H 5.4287 -2.6958 1.0050 0.066
H 4.1138 -3.3682 5.4369 0.085
H 5.6761 -3.0956 6.0170 0.087
H 5.5390 -4.2988 4.8783 0.094
C -4.4325 2.0357 -1.8877 -0.099
O -3.5230 3.1144 -1.8724 -0.234
P -3.3596 4.0446 -3.2058 0.492
O -2.8861 3.2602 -4.4227 -0.268
O -4.7870 4.7691 -3.2893 -0.209
C -5.1914 5.6608 -4.2688 -0.122
O -2.3432 5.1939 -2.7183 -0.240
C -1.3467 5.8855 -3.5772 -0.034
H -4.6888 1.7694 -2.9132 0.083
H -5.3526 2.3217 -1.3781 0.091
H -3.9376 1.1953 -1.4009 0.081
H -5.3312 6.6928 -3.9471 0.094
H -6.0578 5.2695 -4.8019 0.098
H -4.3910 5.7795 -4.9992 0.080
H -0.5769 6.3676 -2.9746 0.081
H -1.8319 6.6106 -4.2305 0.086
H -0.8409 5.1485 -4.2010 0.061
C -0.5577 -6.7649 -0.9373 -0.096
O 0.6502 -6.9863 -1.6516 -0.234
P 2.0982 -6.5761 -0.9952 0.479
O 2.4459 -7.3679 0.2223 -0.249
O 3.1065 -6.7217 -2.2806 -0.207
C 4.4269 -6.4008 -2.1203 -0.158
O 1.9547 -4.9936 -0.7760 -0.231
C 1.5850 -4.1356 -1.9088 -0.066
H -1.1185 -6.0327 -1.5182 0.085
H -0.3957 -6.3094 0.0397 0.070
H -1.1449 -7.6738 -0.8061 0.093
H 4.6461 -5.6544 -2.8838 0.089
H 5.0474 -7.2969 -2.1325 0.094
H 4.7649 -5.9489 -1.1878 0.081
H 0.9199 -4.5341 -2.6749 0.085
H 2.4479 -3.7460 -2.4490 0.065
H 1.1155 -3.2489 -1.4829 0.068
C 4.9303 1.1102 -3.0715 -0.073
O 4.7122 -0.2100 -3.5902 -0.251
P 4.9105 -1.5386 -2.6149 0.504
O 3.7539 -1.8629 -1.7326 -0.236
O 5.3989 -2.7020 -3.6001 -0.206
C 6.4956 -2.5946 -4.4757 -0.107
O 6.2537 -1.1810 -1.7663 -0.236
C 6.2929 -0.5678 -0.4696 -0.096
H 4.2660 1.8002 -3.5918 0.066
H 5.9705 1.3598 -3.2805 0.102
H 4.6309 1.1942 -2.0268 0.077
H 6.4461 -1.5519 -4.7894 0.079
H 6.2862 -3.1393 -5.3963 0.094
H 7.5323 -2.7809 -4.1950 0.096
H 7.1075 -1.0305 0.0875 0.096
H 5.3213 -0.6457 0.0183 0.055
H 6.5216 0.4930 -0.5718 0.084
C -4.6417 -4.3378 -0.4138 -0.059
O -4.5860 -3.5548 0.8301 -0.229
P -5.5460 -3.9501 2.0419 0.414
O -5.2958 -5.3160 2.6505 -0.268
O -5.4747 -2.7818 3.1341 -0.228
C -4.3573 -2.7574 4.0442 -0.081
O -7.0062 -3.7584 1.3931 -0.229
C -8.1755 -3.6143 2.2379 -0.083
H -5.3271 -5.1790 -0.3105 0.086
H -3.6771 -4.7994 -0.6249 0.074
H -4.8362 -3.6960 -1.2731 0.090
H -4.6523 -2.6679 5.0897 0.097
H -3.7962 -1.8567 3.7952 0.059
H -3.6671 -3.5859 3.8853 0.069
H -8.5993 -2.6154 2.1343 0.081
H -7.9582 -3.6478 3.3054 0.085
H -8.9402 -4.3167 1.9063 0.090
C -1.7635 -1.8543 -0.8378 -0.105
O -1.6346 -0.9682 0.2601 -0.217
P -0.6276 0.3245 0.1525 0.536
O -0.5372 1.1510 1.3875 -0.229
O 0.7984 -0.4193 -0.2197 -0.240
C 1.5575 -1.1614 0.7725 -0.071
O -1.0814 1.1607 -1.1667 -0.228
C -0.3668 2.3109 -1.5277 -0.100
H -2.6403 -1.5862 -1.4273 0.083
H -1.9291 -2.8701 -0.4787 0.087
H -0.9079 -1.8997 -1.5117 0.049
H 1.2873 -0.8881 1.7925 0.070
H 2.6153 -0.9716 0.5909 0.061
H 1.5600 -2.2353 0.5860 0.079
H -0.9408 3.1851 -1.2203 0.079
H -0.1694 2.3026 -2.5996 0.077
H 0.5858 2.3229 -0.9982 0.077
C 2.2596 4.3227 -2.6468 -0.092
O 1.7109 3.6249 -3.7649 -0.252
P 2.3695 3.7657 -5.2648 0.480
O 3.8438 3.6863 -5.3315 -0.235
O 1.6455 5.1050 -5.8858 -0.254
C 1.4778 5.3896 -7.2554 -0.116
O 1.6393 2.6101 -6.1179 -0.221
C 0.2225 2.5542 -6.1608 -0.089
H 1.5678 5.0262 -2.1835 0.087
H 3.2387 4.7460 -2.8712 0.092
H 2.4891 3.5029 -1.9662 0.071
H 2.0479 6.3047 -7.4158 0.089
H 0.4617 5.6004 -7.5888 0.091
H 1.9280 4.6270 -7.8908 0.094
H 0.0556 2.2457 -7.1928 0.100
H -0.1897 3.5400 -5.9454 0.073
H -0.2464 1.7836 -5.5489 0.070
C 0.0481 -5.2171 3.7027 -0.147
C -0.6819 -3.9606 4.1441 -0.161
C -0.7942 -3.0351 2.9035 -0.190
O -0.4551 -3.9302 1.8747 -0.152
C 0.6388 -4.7301 2.3684 -0.172
H -0.7382 -5.9638 3.5925 0.112
H 0.8067 -5.6332 4.3657 0.110
H -0.0872 -3.4882 4.9260 0.098
H -1.6404 -4.2412 4.5807 0.097
H -0.1061 -2.1905 2.8692 0.087
H -1.8092 -2.6431 2.8387 0.100
H 1.5937 -4.2045 2.3683 0.109
H 0.8077 -5.6243 1.7683 0.090
C -4.1285 1.6812 1.6997 -0.164
C -4.5349 0.2407 1.9453 -0.189
C -5.6690 0.0075 1.0064 -0.175
O -6.2310 1.3288 0.8406 -0.139
C -5.4889 2.3209 1.5364 -0.205
H -3.5086 1.7889 0.8097 0.089
H -3.5483 2.0277 2.5550 0.115
H -4.8583 0.0763 2.9732 0.110
H -3.7490 -0.4924 1.7637 0.101
H -6.3961 -0.7270 1.3528 0.113
H -5.1827 -0.3575 0.1018 0.110
H -5.8307 2.4866 2.5581 0.114
H -5.5197 3.2906 1.0395 0.119
C -1.6561 6.1968 0.5864 -0.165
C -1.9503 4.8311 1.2134 -0.152
C -0.6722 4.4474 1.9421 -0.197
O -0.2545 5.7261 2.4259 -0.161
C -0.5636 6.7718 1.4309 -0.169
H -2.5463 6.8255 0.6022 0.114
H -1.2871 6.0963 -0.4343 0.088
H -2.3299 4.1009 0.4987 0.090
H -2.7290 4.9442 1.9676 0.114
H 0.0881 3.9354 1.3524 0.095
H -0.8615 3.8503 2.8341 0.117
H 0.3489 6.9040 0.8496 0.100
H -0.8007 7.7365 1.8794 0.116
C 4.3144 4.4453 1.4073 -0.177
C 4.1898 3.0478 1.9768 -0.155
C 3.0860 2.3543 1.1598 -0.187
O 2.5166 3.4354 0.4670 -0.182
C 2.8694 4.7005 1.0410 -0.200
H 4.8700 4.4885 0.4705 0.111
H 4.7407 5.1839 2.0862 0.117
H 3.8136 3.2564 2.9783 0.113
H 5.1508 2.5352 2.0192 0.109
H 2.3825 1.8102 1.7899 0.108
H 3.4689 1.6525 0.4189 0.108
H 2.2725 4.8915 1.9328 0.111
H 2.7689 5.5979 0.4304 0.120
```

E_HOMO	-9.19	eV
2S+1	1
ΔE to the lowest compared entry with this formula, charge and spin	25.7	kcal per mole
E_tot	-211939.749	eV
Kohn-Sham gap	9.553	eV

---

Entry 2:
A molecular structure, C43H24IN9O2Ti. Source: the OMol25 dataset; level of theory: ωB97M-V with the def2-TZVPD basis set.

The geometry in XYZ format:
```
80
Properties=species:S:1:pos:R:3:lowdin_charge:R:1
Ti 0.8146 1.4376 0.1403 0.739
C -5.1981 -1.3284 0.9135 -0.133
C -5.4300 -0.8568 -0.4075 -0.134
C -4.4770 -0.1310 -1.0748 -0.050
C -3.2700 0.1761 -0.4209 -0.118
C -2.0539 0.7671 -0.8500 -0.291
N -1.6075 0.4882 -2.1625 0.200
C -0.4971 -0.1741 -2.1728 -0.289
C -0.3812 -1.4600 -2.9169 -0.083
C -0.7489 -1.9111 -4.1665 -0.030
C -0.6324 -3.2769 -4.4246 -0.110
C -0.2148 -4.1625 -3.4383 -0.108
C 0.1082 -3.7054 -2.1603 -0.023
C 0.0445 -2.3504 -1.9246 -0.082
C 0.3093 -1.5332 -0.6902 -0.271
N 0.1977 -2.0235 0.4912 0.203
C 0.4317 -1.1784 1.6701 -0.271
N -0.6024 0.3062 3.3232 -0.080
C 0.3794 -0.0707 4.3003 -0.222
N 1.6520 0.5976 4.1976 0.167
C 2.0437 1.0744 3.0878 -0.281
N 1.2094 1.1525 1.9416 -0.132
C 1.4752 -0.1028 1.3301 -0.282
N -0.8500 -0.5117 2.1775 0.101
C -1.7130 0.0508 1.2166 -0.279
N -1.2016 0.8069 0.2075 0.055
C -3.0262 -0.3209 0.9002 -0.109
C -4.0173 -1.0796 1.5604 -0.040
C 2.9553 -0.3013 1.5373 -0.113
C 3.8792 -1.1242 0.9305 -0.017
C 5.2169 -1.0330 1.3200 -0.106
C 5.6111 -0.1519 2.3130 -0.115
C 4.6750 0.6575 2.9638 -0.035
C 3.3646 0.5802 2.5593 -0.082
C 0.7546 -1.5091 4.1358 -0.141
C 1.1454 -2.2826 5.2239 -0.053
C 1.6001 -3.5813 5.0511 -0.119
C 1.6544 -4.1303 3.7776 -0.114
C 1.2605 -3.3737 2.6817 -0.039
C 0.8270 -2.0670 2.8484 -0.083
N 0.4247 -0.2217 -1.1236 0.027
H -5.9700 -1.9082 1.4078 0.079
H -6.3708 -1.0903 -0.8935 0.077
H -4.6383 0.2067 -2.0919 0.100
H -1.1202 -1.2266 -4.9184 0.105
H -0.8856 -3.6587 -5.4072 0.087
H -0.1497 -5.2201 -3.6656 0.087
H 0.3960 -4.3837 -1.3672 0.107
H -3.8323 -1.4618 2.5575 0.103
H 3.5768 -1.8130 0.1502 0.112
H 5.9609 -1.6506 0.8298 0.086
H 6.6575 -0.0918 2.5909 0.083
H 4.9720 1.3183 3.7685 0.101
H 1.0944 -1.8377 6.2104 0.098
H 1.9087 -4.1659 5.9112 0.083
H 2.0024 -5.1472 3.6338 0.083
H 1.2863 -3.7822 1.6804 0.093
O 3.6456 1.7080 -2.7715 0.052
C 2.6697 1.8708 -2.0558 -0.573
O 2.5686 1.6331 -0.8022 -0.112
C 1.4137 2.4815 -2.6724 -0.171
C 1.4337 2.8456 -4.0378 0.012
C 0.3284 3.4305 -4.5666 -0.008
C -0.7803 3.7040 -3.7318 -0.155
C -1.9421 4.3493 -4.2160 -0.055
C -2.9822 4.6179 -3.3741 -0.095
C -2.8958 4.2658 -2.0118 -0.066
C -1.7899 3.6346 -1.5180 -0.067
C -0.7100 3.3213 -2.3755 -0.210
N 0.3874 2.6627 -1.8804 0.098
H 2.3304 2.6284 -4.5988 0.112
H 0.2824 3.7094 -5.6141 0.109
H -1.9833 4.6228 -5.2646 0.101
H -3.8735 5.1096 -3.7454 0.092
H -3.7178 4.4975 -1.3465 0.103
H -1.7029 3.3837 -0.4731 0.026
I 0.5811 4.2149 1.1625 0.030
C -1.2724 1.3941 3.4954 0.071
H -1.8180 1.8283 2.6727 0.077
H -1.1740 1.8572 4.4620 0.087
```

E_HOMO	-1.38	eV
2S+1	1
net charge	-2
ΔE to the lowest compared entry with this formula, charge and spin	148.8	kcal per mole
E_tot	-93703.233	eV
Kohn-Sham gap	5.604	eV